Record 1
21
Properties=species:S:1:pos:R:3:forces:R:3:nbo_charge:R:1 method="wB97M-V/def2-TZVPD" energy_ha=-275.09347 gap_ev=11.4 smiles=C[C@@H]1[C@H](C)C[C@@H]1C homo_ev=-10.266 e_above_lowest_kcal_mol=14.3 lumo_energy_ha=0.042
C -1.172 -1.208 0.049 -0.1 0.0 0.0 -0.623
C 0.264 -0.821 -0.287 0.0 -0.1 0.0 -0.208
C 0.996 -0.047 0.845 0.1 0.0 0.1 -0.203
C 0.626 -0.298 2.296 0.0 0.0 0.0 -0.613
C 0.567 1.272 0.157 0.0 0.1 0.0 -0.404
C 0.382 0.464 -1.150 0.0 0.0 -0.2 -0.203
C -0.717 0.782 -2.149 -0.1 0.0 0.0 -0.614
H -1.708 -1.539 -0.848 0.1 0.0 0.2 0.213
H -1.735 -0.367 0.476 0.1 -0.1 -0.1 0.201
H -1.200 -2.026 0.779 0.0 0.1 -0.1 0.213
H 0.792 -1.696 -0.688 -0.1 0.1 0.1 0.197
H 2.078 -0.177 0.716 -0.1 0.0 0.0 0.199
H -0.445 -0.144 2.470 0.1 0.0 0.0 0.203
H 0.868 -1.325 2.594 0.0 0.1 0.0 0.209
H 1.171 0.379 2.965 -0.1 -0.1 -0.1 0.212
H 1.283 2.102 0.150 -0.1 -0.1 0.0 0.205
H -0.387 1.639 0.557 0.1 -0.1 -0.1 0.194
H 1.345 0.443 -1.676 -0.1 0.0 0.1 0.198
H -0.807 -0.033 -2.879 0.0 0.1 0.1 0.208
H -1.695 0.899 -1.669 0.2 0.0 0.0 0.203
H -0.508 1.701 -2.708 0.0 -0.1 0.1 0.212

Record 2
21
Properties=species:S:1:pos:R:3:forces:R:3:nbo_charge:R:1 method="wB97M-V/def2-TZVPD" energy_ha=-275.08595 gap_ev=10.5 smiles=C[C@@H]1[C@H](C)C1(C)C homo_ev=-9.478 e_above_lowest_kcal_mol=19.0 lumo_energy_ha=0.039
C -1.117 1.640 0.732 0.0 0.0 0.1 -0.619
C -0.230 1.072 -0.360 -0.1 0.1 0.0 -0.228
C -0.560 -0.316 -0.855 0.0 -0.2 -0.2 -0.217
C -1.632 -1.191 -0.251 0.0 -0.1 0.0 -0.621
C 0.743 -0.069 -0.147 0.1 0.0 0.0 -0.053
C 0.986 -0.608 1.247 -0.1 0.0 0.0 -0.608
C 1.972 -0.131 -1.031 0.0 0.0 0.0 -0.588
H -1.425 2.662 0.491 0.1 -0.1 0.1 0.219
H -0.656 1.651 1.726 0.0 0.1 -0.2 0.207
H -2.027 1.035 0.798 0.0 0.2 0.2 0.207
H 0.077 1.786 -1.123 -0.1 -0.1 0.1 0.211
H -0.488 -0.457 -1.932 0.1 0.0 0.1 0.206
H -1.386 -2.210 -0.555 -0.3 -0.1 0.1 0.216
H -2.635 -0.947 -0.623 0.2 0.0 0.0 0.211
H -1.669 -1.187 0.843 0.1 0.1 -0.2 0.208
H 1.832 -0.085 1.712 -0.1 -0.1 -0.1 0.212
H 1.235 -1.676 1.210 0.0 0.1 0.0 0.210
H 0.125 -0.487 1.911 0.1 0.0 -0.1 0.211
H 1.754 0.250 -2.035 0.0 0.0 0.2 0.207
H 2.807 0.444 -0.617 -0.1 -0.1 0.0 0.204
H 2.297 -1.175 -1.139 0.0 0.2 0.0 0.206

Record 3
21
Properties=species:S:1:pos:R:3:forces:R:3:nbo_charge:R:1 method="wB97M-V/def2-TZVPD" energy_ha=-275.09033 gap_ev=10.5 smiles=C[C@@H]1[C@H](C)C1(C)C homo_ev=-9.466 e_above_lowest_kcal_mol=16.3 lumo_energy_ha=0.039
C 1.130 -1.684 0.607 0.0 0.0 0.0 -0.614
C 0.798 -0.651 -0.451 0.1 -0.1 -0.1 -0.220
C 0.723 0.829 -0.136 0.1 0.1 0.0 -0.218
C 0.944 1.385 1.252 0.0 0.0 0.1 -0.612
C -0.526 0.076 -0.526 -0.1 0.0 0.0 -0.058
C -1.607 -0.214 0.495 0.0 0.0 0.1 -0.607
C -1.089 0.384 -1.900 0.0 0.0 -0.1 -0.589
H 2.189 -1.956 0.544 -0.1 0.0 0.0 0.214
H 0.544 -2.600 0.474 0.1 0.1 0.0 0.210
H 0.954 -1.323 1.625 0.0 -0.1 -0.2 0.205
H 1.231 -0.889 -1.424 -0.1 0.1 0.1 0.208
H 1.115 1.481 -0.919 -0.1 -0.1 0.1 0.207
H 0.460 2.363 1.353 0.1 -0.1 0.0 0.212
H 2.012 1.513 1.463 -0.1 0.0 0.0 0.212
H 0.532 0.741 2.033 0.1 0.1 -0.1 0.203
H -2.216 -1.066 0.168 0.1 0.1 0.0 0.210
H -2.279 0.646 0.607 0.1 -0.1 0.0 0.210
H -1.212 -0.458 1.484 0.0 0.0 -0.1 0.210
H -0.292 0.593 -2.622 -0.1 0.0 0.1 0.207
H -1.687 -0.448 -2.291 0.1 0.1 0.1 0.205
H -1.738 1.270 -1.858 0.1 -0.1 0.0 0.205

Record 4
21
Properties=species:S:1:pos:R:3:forces:R:3:nbo_charge:R:1 method="wB97M-V/def2-TZVPD" energy_ha=-275.05790 gap_ev=9.8 homo_ev=-8.651 e_above_lowest_kcal_mol=36.6 lumo_energy_ha=0.040
C -2.328 1.233 -0.040 -0.2 0.7 -0.6 -0.654
C -0.917 0.737 -0.244 -0.1 -0.8 -0.3 -0.220
C -0.513 -0.446 0.231 -0.9 -0.6 0.7 0.030
C -1.561 -1.480 0.715 2.3 -0.1 0.6 -0.666
C 0.899 -0.858 0.600 0.7 0.9 -2.4 -0.423
C 2.073 -0.405 -0.358 -0.9 0.3 0.2 -0.382
C 2.208 1.054 -0.870 -0.7 -0.9 0.8 -0.615
H -3.142 0.614 -0.420 0.2 -0.5 0.3 0.219
H -2.548 2.191 -0.522 0.5 0.0 0.0 0.215
H -2.451 1.418 1.027 -0.3 -0.2 0.1 0.213
H -0.202 1.322 -0.795 0.0 0.6 0.4 0.203
H -1.919 -2.076 -0.123 -0.9 0.6 0.0 0.228
H -2.217 -1.055 1.470 -0.7 -0.2 -0.5 0.223
H -0.980 -2.248 1.245 -0.2 0.2 0.3 0.205
H 1.062 -0.518 1.619 0.1 -0.2 0.2 0.211
H 1.012 -1.936 0.499 -0.3 -0.2 0.7 0.206
H 2.966 -0.695 0.191 0.3 -0.1 -0.4 0.198
H 1.930 -0.997 -1.259 0.4 -0.4 0.1 0.192
H 1.851 1.709 -0.078 0.5 0.5 -0.1 0.204
H 1.542 1.195 -1.720 0.2 0.1 -0.1 0.200
H 3.235 1.241 -1.169 0.0 0.2 0.1 0.213

Record 5
21
Properties=species:S:1:pos:R:3:forces:R:3:nbo_charge:R:1 method="wB97M-V/def2-TZVPD" energy_ha=-274.99691 gap_ev=8.5 smiles=C[C@@H]1[C@H](C)C1(C)C homo_ev=-7.502 e_above_lowest_kcal_mol=74.9 lumo_energy_ha=0.037
C -1.338 1.606 0.896 0.3 0.1 -0.1 -0.642
C -0.363 1.294 -0.253 1.2 -0.7 0.6 -0.278
C -0.524 -0.037 -0.884 0.2 -0.4 -0.2 -0.256
C -1.539 -1.070 -0.483 -0.2 0.0 0.0 -0.602
C 0.777 -0.011 -0.163 -0.4 -0.9 0.2 -0.017
C 1.060 -0.438 1.247 -0.2 -0.3 0.2 -0.627
C 1.925 -0.449 -1.095 0.0 0.3 0.1 -0.609
H -2.279 1.958 0.438 0.4 0.0 0.0 0.225
H -1.053 2.378 1.618 0.3 -0.1 -0.3 0.219
H -1.645 0.718 1.477 0.4 0.2 -0.2 0.204
H 0.640 1.684 -0.483 -1.2 2.0 -0.6 0.277
H -0.406 0.016 -1.964 0.1 -0.4 0.0 0.208
H -1.241 -2.003 -0.975 -0.2 0.1 0.1 0.215
H -2.543 -0.805 -0.820 -0.1 -0.1 0.1 0.211
H -1.558 -1.260 0.595 0.0 0.1 -0.2 0.207
H 2.083 -0.141 1.531 -0.3 -0.1 -0.2 0.214
H 1.004 -1.524 1.338 0.0 -0.2 0.3 0.201
H 0.390 0.029 1.972 0.0 -0.2 0.0 0.216
H 1.803 -0.189 -2.152 -0.1 0.2 0.3 0.214
H 2.946 -0.199 -0.781 -0.2 0.2 0.1 0.205
H 1.862 -1.556 -1.057 0.1 0.4 0.0 0.214

Record 6
21
Properties=species:S:1:pos:R:3:forces:R:3:nbo_charge:R:1 method="wB97M-V/def2-TZVPD" energy_ha=-275.11472 gap_ev=11.9 smiles=C1CCCCCC1 homo_ev=-10.653 e_above_lowest_kcal_mol=1.0 lumo_energy_ha=0.044
C -1.692 0.112 0.233 0.0 0.0 0.0 -0.392
C -1.045 -1.227 -0.168 0.0 0.0 0.0 -0.406
C 0.273 -1.525 0.568 0.0 0.0 0.1 -0.400
C 1.552 -0.857 0.047 0.0 0.0 0.0 -0.396
C 1.448 0.573 -0.519 0.0 0.0 -0.1 -0.404
C 0.458 1.554 0.130 0.0 0.0 0.1 -0.403
C -1.005 1.374 -0.294 0.0 0.0 0.0 -0.393
H -1.745 0.172 1.330 0.0 -0.1 -0.1 0.190
H -2.734 0.122 -0.116 0.2 0.0 0.0 0.205
H -1.766 -2.023 0.061 0.2 0.1 0.0 0.209
H -0.913 -1.246 -1.260 0.1 0.0 0.1 0.195
H 0.119 -1.253 1.621 0.0 0.1 -0.1 0.191
H 0.518 -2.596 0.598 -0.4 0.1 -0.1 0.208
H 2.270 -0.942 0.875 0.0 0.4 -0.2 0.200
H 1.987 -1.473 -0.751 -0.1 0.0 0.1 0.198
H 2.450 1.021 -0.505 -0.1 -0.1 0.0 0.209
H 1.182 0.499 -1.584 0.0 0.0 0.1 0.192
H 0.530 1.505 1.225 0.0 0.0 -0.1 0.194
H 0.760 2.573 -0.148 0.0 -0.2 0.1 0.207
H -1.068 1.391 -1.393 0.1 0.0 0.2 0.190
H -1.578 2.248 0.048 0.1 -0.2 0.0 0.205